Entry 1:
Density functional theory data (ωB97M-V/def2-TZVPD) for a 2-piece molecular cluster, C4H12O overall.

As for the HOMO-LUMO gap: 11.3 eV. As for the energy relative to the best compared isomer or geometry (same formula, charge and spin): 21.0 kcal/mol. The electronic energy comes out at -6389.2097 eV. The value obtained for the largest force on an atom is 2.3 eV/Å. As for the LUMO energy: 0.036 Ha. Its SMILES is CCO.CC.

Element x y z (Å)
C (-1.750, -1.018, 2.103)
C (-1.297, -0.582, 0.684)
O (-0.697, -1.662, 2.827)
H (-1.995, -0.121, 2.702)
H (-2.632, -1.639, 2.001)
H (-0.294, -0.210, 0.703)
H (-0.823, -2.554, 2.498)
H (-1.985, 0.174, 0.318)
H (-1.206, -1.552, 0.167)
C (2.103, 0.570, -1.598)
C (1.030, 1.707, -1.905)
H (1.861, -0.068, -0.749)
H (2.264, 0.012, -2.514)
H (3.060, 1.085, -1.438)
H (0.434, 1.365, -2.744)
H (1.548, 2.652, -2.013)
H (0.378, 1.842, -1.042)

Atomic forces in eV per Å
0.69 2.19 0.07
-0.25 -1.54 1.30
-0.89 -0.45 -0.69
-0.14 -0.41 -0.27
-0.21 -0.20 0.25
0.57 0.60 0.25
0.77 -0.54 0.42
-0.07 -0.35 -0.60
-0.47 0.70 -0.73
-0.09 1.71 -0.61
0.74 -1.50 1.25
-0.01 0.00 -0.18
-0.11 -0.47 0.09
-0.15 -0.37 0.39
-0.11 0.58 -0.22
-0.14 0.13 -0.65
-0.14 -0.08 -0.06

Atomic partial charges in e from the Löwdin method, atoms 1 to 8: -0.32, -0.08, -0.08, 0.11, 0.10, 0.04, 0.07, 0.07

Entry 2:
Density functional theory data (ωB97M-V/def2-TZVPD) for an isolated ion of composition C6H14NO and charge -1.

As for the HOMO-LUMO gap: 5.9 eV. As for the energy relative to the best compared isomer or geometry (same formula, charge and spin): 52.6 kcal/mol. The electronic energy comes out at -9984.3443 eV. The charge is -1. The value obtained for the largest force on an atom is 3.8 eV/Å. As for the LUMO energy: 0.136 Ha. Its SMILES is CCC[C@H](C[O-])NC.

Element x y z (Å)
C (1.884, 0.298, 1.639)
N (1.372, 0.883, 0.385)
C (-0.033, 0.578, 0.172)
C (-0.311, -0.568, -0.728)
C (-0.379, -2.011, -0.027)
C (-0.439, -3.148, -0.986)
C (-0.650, 1.981, -0.597)
O (-1.687, 2.394, 0.069)
H (1.400, 0.805, 2.478)
H (1.515, -0.815, 1.867)
H (2.950, 0.183, 1.546)
H (1.501, 1.846, 0.682)
H (-0.778, 0.440, 0.999)
H (0.354, -0.598, -1.629)
H (-1.346, -0.492, -1.086)
H (0.587, -1.910, 0.526)
H (-1.178, -2.046, 0.688)
H (-0.430, -4.201, -0.619)
H (0.442, -3.053, -1.609)
H (-1.275, -3.053, -1.665)
H (-0.783, 1.966, -1.733)
H (0.223, 2.765, -0.432)

Atomic forces in eV per Å
-1.74 -3.38 0.10
0.34 -1.31 1.77
-1.24 2.36 -2.22
-0.92 -2.46 -0.93
2.19 2.05 0.40
0.71 -0.85 -0.60
1.37 0.80 1.67
-1.65 0.21 0.06
0.91 0.32 0.41
0.67 2.08 -0.95
0.60 0.55 0.76
-0.73 0.44 -1.13
1.16 0.73 0.17
-0.33 -0.07 0.75
0.09 0.66 -0.32
-0.67 -1.23 -0.06
-0.49 0.26 0.47
-0.12 0.83 0.25
0.29 -0.20 -0.40
-0.49 0.05 -0.17
0.28 -0.91 0.52
-0.22 -0.91 -0.54

Atomic partial charges in e from the Löwdin method, atoms 1 to 8: -0.16, -0.10, -0.37, -0.21, -0.27, -0.15, -0.51, -0.35